Record 1
Molecular formula: C24H44N3OP2PbS
Method: DFT, ωB97M-V/def2-TZVPD

Output
orbital gap: 7.15 eV
charge: +3
M: 691.85 g/mol

Last column: Mulliken charge in e.
Element x y z (Å)
Pb (-0.325332, 0.349950, -0.465321)  1.023
P (-0.196950, -1.861300, -1.782278)  -0.188
P (0.145015, 2.822961, 0.176967)  -0.759
N (1.222929, 0.947265, -2.347706)  -0.283
C (1.386128, -1.517251, -2.633557)  -0.975
H (2.032242, -2.373067, -2.381050)  0.469
H (1.134917, -1.546273, -3.704246)  0.574
C (2.135672, -0.198900, -2.361620)  -0.511
H (2.668284, -0.250302, -1.393723)  -0.241
H (2.880679, 0.021246, -3.148233)  0.714
C (1.708638, 2.340052, -2.163046)  -1.124
H (1.031415, 2.983969, -2.760276)  0.467
H (2.729806, 2.353816, -2.584186)  0.447
C (1.732981, 2.815320, -0.680008)  -0.383
H (2.010036, 3.879269, -0.631119)  0.585
H (2.446253, 2.202204, -0.092447)  0.044
C (0.204432, 3.060411, 1.962862)  0.870
C (0.379655, 1.833035, 2.855796)  -1.324
H (1.394000, 1.418759, 2.832600)  0.185
H (-0.324840, 1.025542, 2.625088)  0.205
H (0.162641, 2.102203, 3.894688)  0.587
C (-1.072312, 3.849844, -0.671237)  0.874
C (-2.517202, 3.619654, -0.175186)  -1.434
H (-3.197710, 3.693711, -1.032142)  0.369
H (-2.805367, 4.405329, 0.533824)  0.514
H (-2.696871, 2.629420, 0.280031)  0.097
C (-1.536913, -2.093146, -2.954968)  0.922
C (-2.738642, -2.717137, -2.248315)  -1.631
H (-3.603726, -2.609608, -2.909643)  0.544
H (-3.004706, -2.244818, -1.290405)  0.184
H (-2.563297, -3.789174, -2.099784)  0.414
C (0.056914, -3.217979, -0.603090)  0.629
C (-1.060008, -3.395559, 0.425950)  -1.631
H (-0.674709, -4.059224, 1.210573)  0.468
H (-1.970692, -3.838420, 0.004586)  0.394
H (-1.344924, -2.458774, 0.920470)  0.389
C (-2.047909, -0.019369, 0.614215)  0.097
C (-0.544998, 5.273431, -0.456786)  -1.665
H (0.292097, 5.351017, 0.258026)  0.535
H (-0.195724, 5.676777, -1.410817)  0.298
H (-1.363191, 5.909216, -0.111701)  0.487
C (-0.888626, -2.959319, -4.032294)  -1.479
H (-1.568677, -3.778989, -4.267762)  0.386
H (-0.673726, -2.365427, -4.925430)  0.348
H (0.061536, -3.420421, -3.720396)  0.555
C (0.285440, -4.435589, -1.473370)  -1.564
H (0.505120, -5.269720, -0.805694)  0.504
H (-0.608446, -4.687557, -2.058838)  0.342
H (1.147020, -4.303132, -2.135336)  0.382
C (-1.019662, 3.858176, 2.362127)  -1.722
H (-1.946006, 3.291907, 2.200054)  0.321
H (-0.936593, 4.078330, 3.425657)  0.580
H (-1.059838, 4.800532, 1.813300)  0.384
H (1.138067, 3.645067, 1.973861)  0.858
H (0.978245, -2.925506, -0.066303)  0.410
H (-1.018863, 3.558885, -1.732020)  0.639
H (-1.802544, -1.093929, -3.339531)  0.589
O (-3.102803, -0.131789, 1.057743)  -0.115
H (0.476312, 0.891452, -3.041995)  0.421
H (-1.618383, 1.030164, -1.764344)  -0.083
N (3.317653, 0.279413, 0.483577)  -0.472
C (2.542363, -0.536994, 1.363922)  -0.626
N (1.235881, -0.650775, 1.333470)  1.065
C (0.681468, -1.323356, 2.462381)  0.233
C (-0.665132, -1.399027, 2.939360)  -0.269
C (-0.907106, -2.064539, 4.151522)  -1.360
C (0.170881, -2.575754, 4.910666)  -0.870
C (1.482611, -2.408950, 4.449219)  -0.254
C (1.745756, -1.797910, 3.251481)  0.674
S (3.352699, -1.418543, 2.605362)  -0.131
H (3.717350, 1.022995, 1.067734)  0.380
H (4.137997, -0.290761, 0.252676)  0.334
H (-1.536536, -0.975476, 2.388467)  -0.100
H (-1.935790, -2.181875, 4.508187)  0.486
H (-0.015474, -3.090619, 5.863792)  0.438
H (2.359067, -2.745078, 4.995991)  0.484

Cartesian forces (eV/Å) of the 3 atoms listed first:
Pb 2.525 1.669 -3.518
P 0.959 1.166 1.450
P -0.370 -2.360 -0.645

Record 2
Molecular formula: C24H44P2Ti
Method: DFT, ωB97M-V/def2-TZVPD

Output
orbital gap (spin up / spin down): 6.81 / 7.91 eV
charge: +1
relative energy (zero: lowest compared OMol25 entry of this formula, charge and spin): 2.655 eV
⟨S²⟩: 0.757
2S+1: 2
M: 442.43 g/mol

Last column: Löwdin spin population.
Element x y z (Å)
Ti (-0.086665, 0.219221, -0.851725)  0.793
C (-0.965882, -1.631825, 0.420374)  -0.006
C (0.352058, -1.955076, -0.085316)  0.017
C (0.563315, -0.299109, 1.552037)  -0.007
C (-0.819532, -0.615961, 1.431385)  -0.009
C (1.295779, -1.099052, 0.602570)  -0.003
C (-2.226016, -2.365717, 0.135910)  -0.001
H (-2.184593, -2.915906, -0.806712)  0.000
H (-3.076110, -1.674732, 0.084468)  0.000
H (-2.452123, -3.097472, 0.927794)  0.000
C (-1.914888, -0.109336, 2.299345)  -0.001
H (-2.896002, -0.318802, 1.862465)  0.000
H (-1.830458, 0.971799, 2.450001)  0.000
H (-1.883653, -0.584642, 3.290388)  -0.001
C (1.165621, 0.577959, 2.589883)  -0.001
H (1.279316, 0.040622, 3.543912)  0.000
H (0.541490, 1.459694, 2.781489)  0.000
H (2.158344, 0.918047, 2.286333)  0.000
C (2.776721, -1.175026, 0.529083)  0.000
H (3.190123, -1.844517, 1.301898)  0.000
H (3.230543, -0.185806, 0.679249)  0.000
H (3.111706, -1.556406, -0.438548)  0.000
C (0.727764, -3.118259, -0.932101)  0.013
H (1.104658, -3.950181, -0.311393)  0.002
H (1.522715, -2.849936, -1.640816)  0.002
H (-0.132826, -3.492916, -1.494985)  0.000
C (-1.379327, 1.693718, -5.333757)  0.003
C (-1.755943, 0.399747, -5.459702)  -0.001
C (-1.164099, -0.579239, -6.433507)  0.000
C (0.326471, -0.369542, -6.761086)  0.000
C (1.172322, 0.052790, -5.603862)  0.000
C (1.528427, 1.329796, -5.325110)  0.002
C (0.929045, 2.552803, -5.943873)  0.001
C (-0.556485, 2.422989, -6.338129)  0.001
H (-1.744672, -0.538021, -7.374967)  0.000
H (0.428043, 0.306299, -7.623221)  0.000
H (-1.299556, -1.604549, -6.067974)  0.000
H (-0.648209, 1.991416, -7.344390)  0.000
H (-1.839450, 2.338576, -4.581124)  0.001
H (-2.719801, 0.064727, -5.063945)  0.000
H (-0.958301, 3.449784, -6.426622)  0.000
H (1.043864, 3.404756, -5.259986)  0.000
H (2.484721, 1.536871, -4.834823)  0.000
H (1.509771, 2.829425, -6.843086)  0.000
H (0.714297, -1.343167, -7.109605)  0.000
H (1.678383, -0.780910, -5.113178)  0.000
P (-1.798277, 0.103922, -2.402952)  0.020
C (-3.295289, 1.036823, -2.685080)  0.000
C (-1.776063, -1.527358, -3.185087)  0.015
P (1.688093, 0.964175, -2.167998)  0.048
C (-0.158060, 0.946494, -3.014018)  0.051
C (2.774442, -0.281767, -2.886642)  0.015
C (2.356231, 2.617459, -2.382721)  0.006
H (-3.276423, 1.952714, -2.075261)  0.000
H (-4.137868, 0.419601, -2.336769)  0.000
H (-3.438417, 1.302830, -3.735837)  0.000
H (-1.315126, -1.472878, -4.173508)  0.000
H (-2.818491, -1.863037, -3.274157)  0.002
H (-1.219075, -2.255481, -2.586692)  0.003
H (2.207446, 2.976429, -3.408474)  0.000
H (3.428748, 2.574354, -2.134149)  0.000
H (1.864678, 3.301403, -1.674575)  0.000
H (-0.339303, 2.003882, -3.246258)  0.010
H (0.009708, 0.333813, -3.889967)  0.006
H (3.583228, -0.459178, -2.164140)  0.000
H (3.205778, 0.069548, -3.828340)  0.002
H (2.251651, -1.234394, -3.053605)  0.002
C (-0.522408, 2.133742, -0.063678)  0.005
H (-1.476769, 2.084060, 0.494004)  0.000
H (-0.603828, 2.941788, -0.806594)  0.011
H (0.255588, 2.417922, 0.667453)  -0.001

Cartesian forces (eV/Å) of the 3 atoms listed first:
Ti 0.196 -0.695 5.139
C 1.452 0.379 0.137
C -0.208 0.925 0.925

Question: The lowest charge belongs to which entry?
Answer: C24H44P2Ti

Question: The lowest charge belongs to which entry?
Answer: C24H44P2Ti

Question: What is the formula in the second record?
Answer: C24H44P2Ti